40
Properties=species:S:1:pos:R:3:nbo_charge:R:1 method="wB97M-V/def2-TZVPD" homo_lumo_gap_ev=10.04 multiplicity=1 homo_ev=-9.9 lumo_ha=0.0060 total_charge=0
Br -5.673 -0.286 -2.574 -0.005
C -4.069 -0.829 -1.641 -0.449
C -3.049 0.253 -1.670 -0.412
Br -3.420 1.820 -0.451 -0.039
H -3.572 -1.538 -2.256 0.227
H -4.295 -1.198 -0.689 0.230
H -2.993 0.584 -2.733 0.232
H -2.102 -0.170 -1.419 0.218
Br 4.011 -4.193 0.439 -0.052
C 4.847 -5.304 -0.991 -0.403
C 3.886 -6.351 -1.459 -0.461
Br 4.643 -7.187 -3.010 -0.004
H 5.680 -5.662 -0.502 0.220
H 5.111 -4.638 -1.844 0.233
H 2.942 -5.989 -1.830 0.235
H 3.780 -7.209 -0.767 0.235
Br -1.691 1.826 3.397 -0.016
C -0.054 2.649 4.065 -0.454
C -0.254 4.040 4.587 -0.443
Br -1.591 3.978 6.027 -0.013
H 0.661 2.620 3.237 0.237
H 0.298 1.917 4.767 0.226
H -0.593 4.729 3.820 0.228
H 0.669 4.475 4.963 0.232
Br 0.119 1.555 -2.948 -0.044
C -0.276 3.120 -1.847 -0.455
C -1.336 3.926 -2.513 -0.445
Br -1.812 5.364 -1.271 -0.009
H 0.668 3.700 -1.865 0.237
H -0.667 2.680 -0.895 0.255
H -2.257 3.373 -2.684 0.232
H -0.999 4.316 -3.467 0.226
Br -1.041 -2.491 0.805 -0.013
C -0.198 -0.820 0.335 -0.472
C 1.057 -0.681 1.088 -0.483
Br 1.676 1.136 1.079 0.014
H -1.014 -0.127 0.526 0.248
H 0.101 -0.951 -0.725 0.235
H 1.833 -1.378 0.766 0.238
H 0.974 -1.059 2.152 0.237

---

35
Properties=species:S:1:pos:R:3:nbo_charge:R:1 method="wB97M-V/def2-TZVPD" homo_lumo_gap_ev="4.21 / 4.21" multiplicity=1 homo_ev="-1.6 / -1.3" lumo_ha="0.0957 / 0.1074" total_charge=-1
C 3.597 -0.910 -1.939 -0.420
C 4.331 0.261 -1.400 -0.356
C 3.824 1.463 -1.974 -0.356
C 2.867 1.062 -2.963 -0.337
C 2.743 -0.395 -2.990 -0.403
Ca 0.082 -0.918 -0.368 1.063
P 1.231 -2.527 1.198 -0.271
H 3.864 -1.952 -1.790 0.184
H 4.896 0.162 -0.435 0.175
H 3.826 2.421 -1.506 0.193
H 2.279 -0.971 -3.763 0.188
H 2.260 1.732 -3.624 0.185
H 0.726 -2.357 2.529 0.040
H 2.555 -3.068 1.371 -0.026
H 0.461 -3.636 0.647 0.021
C -2.452 -0.265 -1.610 -0.388
N -2.460 -0.012 -0.168 -0.519
C -3.384 -0.774 0.669 -0.423
C -1.563 0.917 0.296 -0.029
S -0.517 1.761 -0.777 -0.488
N -1.340 1.000 1.658 -0.506
C -2.410 1.106 2.656 -0.411
C -0.009 1.489 2.148 -0.408
H -3.332 -0.901 -1.780 0.195
H -1.536 -0.807 -1.956 0.126
H -2.564 0.670 -2.163 0.228
H -2.887 -1.279 1.524 0.211
H -4.240 -0.162 0.980 0.160
H -3.787 -1.527 -0.010 0.205
H -2.378 0.245 3.366 0.187
H -2.241 2.064 3.172 0.181
H -3.378 1.196 2.135 0.202
H 0.858 0.799 1.934 0.187
H 0.193 2.466 1.684 0.222
H -0.114 1.645 3.251 0.188

---

33
Properties=species:S:1:pos:R:3:mulliken_spin:R:1 method="wB97M-V/def2-TZVPD" homo_lumo_gap_ev="3.44 / 7.90" multiplicity=10 homo_ev="-0.4 / -5.7" lumo_ha="0.1117 / 0.0793" total_charge=-1
Rh 0.643 0.080 -4.570 2.615
Cl 1.718 0.229 -2.443 0.158
C -0.662 0.174 -6.000 0.030
C 2.339 -0.492 -5.466 0.374
H -0.317 -0.531 -6.777 0.029
H -1.650 -0.092 -5.587 0.039
H -0.629 1.221 -6.362 -0.006
H 2.081 -1.047 -6.381 -0.009
H 2.918 -1.088 -4.739 -0.022
H 2.847 0.456 -5.710 0.000
Fe 0.013 0.445 -1.041 4.364
C -1.765 1.324 -1.105 0.181
C -0.289 -1.241 -0.074 0.776
H -2.297 0.914 -1.980 0.016
H -2.330 1.150 -0.182 0.006
H -1.573 2.396 -1.250 0.014
H 0.486 -1.995 -0.282 -0.179
H -1.307 -1.610 -0.229 -0.016
C 1.228 -0.719 4.333 0.175
C -0.007 -0.003 3.766 -0.480
C -1.232 -0.699 4.381 0.147
C -0.020 1.450 4.242 0.012
C -0.030 -0.065 2.263 0.718
C -0.071 -0.350 1.051 0.098
H 1.225 -0.698 5.433 0.004
H 2.149 -0.241 3.984 -0.003
H 1.229 -1.770 4.018 -0.028
H -1.194 -0.675 5.482 0.023
H -2.152 -0.198 4.062 -0.016
H -1.263 -1.749 4.067 -0.036
H 0.852 1.991 3.870 0.006
H -0.924 1.954 3.888 0.001
H -0.015 1.481 5.338 0.007

---

34
Properties=species:S:1:pos:R:3:nbo_charge:R:1 method="wB97M-V/def2-TZVPD" homo_lumo_gap_ev=9.35 multiplicity=1 homo_ev=-12.6 lumo_ha=-0.1193 total_charge=+1
C 2.328 2.893 0.115 -0.720
C 3.568 2.049 0.158 0.798
O 4.583 2.339 -0.423 -0.551
O 3.468 0.938 0.938 -0.541
C 3.919 -0.294 0.352 -0.075
C 2.772 -1.274 0.024 -0.422
C 1.368 -0.702 0.209 -0.399
C 0.276 -1.750 -0.117 -0.413
C -0.730 -1.264 -1.168 -0.412
C -1.831 -0.332 -0.647 -0.534
S -2.709 -1.066 0.748 0.672
C -3.990 0.133 1.170 -0.569
C -4.853 0.523 -0.024 0.035
F -5.249 -0.629 -0.695 -0.356
H 1.606 2.452 -0.577 0.219
H 1.856 2.954 1.097 0.234
H 2.595 3.882 -0.249 0.250
H 4.591 -0.749 1.083 0.200
H 4.524 -0.070 -0.528 0.209
H 2.894 -1.571 -1.023 0.208
H 2.888 -2.181 0.622 0.213
H 1.260 -0.369 1.243 0.219
H 1.249 0.154 -0.461 0.189
H -0.232 -2.019 0.814 0.198
H 0.729 -2.672 -0.490 0.233
H -0.192 -0.678 -1.919 0.244
H -1.204 -2.099 -1.691 0.226
H -2.568 -0.164 -1.435 0.254
H -1.466 0.649 -0.329 0.256
H -3.415 -2.017 0.111 0.190
H -4.569 -0.302 1.985 0.275
H -3.440 1.009 1.522 0.269
H -4.291 1.150 -0.720 0.182
H -5.735 1.075 0.307 0.217

---

no.,F_max (Eh/bohr)
1,0.0616
2,0.0595
3,0.0443
4,0.0214